Entry 1:
Formula: C32H30CrF5N5O2P2S
Source: the OMol25 dataset
Level of theory: wB97M-V/def2-TZVPD

Spin multiplicity ... 5
E_tot ... -116633.2802 eV
Expectation value of S² ... 6.028
Lowest unoccupied orbital energy (alpha / beta) ... -0.079 / -0.083 Ha

```
78
C32H30CrF5N5O2P2S wB97M-V/def2-TZVPD
Cr -0.788 1.634 1.044
O 2.390 -1.862 3.915
C 1.797 -2.849 3.389
C 1.738 -4.127 4.022
C 1.146 -5.222 3.404
C 0.439 -5.048 2.215
C 0.408 -3.797 1.572
C 1.002 -2.719 2.158
C 0.582 -1.396 1.656
O -0.167 -1.104 0.724
N 1.134 -0.419 2.386
N 0.943 0.853 1.960
C 1.887 1.731 2.139
C 1.564 3.069 1.831
C 2.530 4.087 1.786
C 2.044 5.367 1.514
C 0.615 5.564 1.407
C -0.267 4.498 1.474
N 0.212 3.267 1.654
H 1.860 -0.768 3.106
H 2.148 -4.093 5.000
H 1.221 -6.210 3.866
H -0.111 -5.839 1.706
H -0.145 -3.723 0.625
H 2.877 1.474 2.625
H 3.582 3.863 1.751
H 2.664 6.204 1.379
H 0.207 6.605 1.309
H -1.345 4.553 1.350
C -1.717 3.038 -2.101
P -1.721 1.494 -1.063
C -1.153 0.211 -2.190
C -3.507 1.202 -0.902
C -4.266 0.797 -1.996
C -5.611 0.448 -1.883
C -6.288 0.635 -0.652
C -5.605 1.103 0.457
C -4.164 1.292 0.371
P -3.136 1.336 1.803
C -3.913 2.565 2.964
C -3.386 -0.369 2.481
H -2.168 2.891 -3.079
H -0.710 3.408 -2.229
H -2.284 3.761 -1.488
H -1.418 0.628 -3.217
H -1.662 -0.811 -2.133
H -0.077 -0.024 -2.176
H -3.773 0.721 -2.930
H -6.210 0.057 -2.685
H -7.383 0.562 -0.638
H -5.955 1.129 1.463
H -3.104 3.169 3.458
H -4.524 2.168 3.757
H -4.515 3.296 2.389
H -4.223 -0.436 3.207
H -2.455 -0.763 2.932
H -3.714 -1.023 1.677
F 6.873 1.624 -4.467
C 6.234 0.887 -3.489
C 5.363 1.456 -2.561
F 5.036 2.739 -2.555
C 4.703 0.661 -1.605
F 3.719 1.237 -0.883
C 4.923 -0.722 -1.377
S 4.252 -1.628 -0.086
C 5.838 -1.252 -2.356
F 6.177 -2.579 -2.361
C 6.399 -0.530 -3.441
F 7.012 -1.232 -4.443
N 0.600 -4.599 -2.607
C 0.161 -4.819 -3.921
C -0.718 -3.744 -4.183
N -0.811 -2.958 -3.089
C -0.025 -3.503 -2.166
H 1.265 -5.142 -2.071
H 0.520 -5.550 -4.589
H -1.147 -3.442 -5.081
H 0.103 -2.979 -1.231
```

=====

Entry 2:
Formula: C32H30MnN5O3
Source: the OMol25 dataset
Level of theory: wB97M-V/def2-TZVPD

Charge ... +2
Spin multiplicity ... 5
E_tot ... -78572.4946 eV
Expectation value of S² ... 6.165
Lowest unoccupied orbital energy (alpha / beta) ... -0.270 / -0.257 Ha

```
71
C32H30MnN5O3 wB97M-V/def2-TZVPD
Mn -0.149 0.242 0.094
C 2.102 2.547 -0.523
O 1.119 1.589 -0.969
C 0.845 1.550 -2.337
C 1.463 2.368 -3.260
C 1.119 2.249 -4.600
C 0.173 1.319 -5.001
C -0.436 0.498 -4.065
C -0.097 0.614 -2.729
N -0.649 -0.227 -1.699
N -1.480 -1.114 -2.061
C -2.128 -1.971 -1.307
C -2.009 -1.977 0.134
O -1.321 -1.086 0.748
C -2.665 -2.980 0.876
C -3.422 -3.911 0.235
C -3.608 -3.936 -1.183
C -4.415 -4.917 -1.780
C -4.596 -4.930 -3.141
C -3.975 -3.955 -3.927
C -3.177 -2.985 -3.357
C -2.976 -2.965 -1.976
H 3.071 2.300 -0.952
H 2.142 2.469 0.556
H 1.792 3.549 -0.806
H 2.204 3.096 -2.959
H 1.600 2.889 -5.328
H -0.093 1.228 -6.045
H -1.167 -0.241 -4.363
H -2.556 -2.975 1.952
H -3.920 -4.673 0.826
H -4.894 -5.661 -1.154
H -5.216 -5.686 -3.602
H -4.124 -3.959 -4.999
H -2.706 -2.234 -3.976
O 0.627 0.910 1.941
C 1.989 0.581 2.373
C 2.038 -0.711 3.152
C 1.353 -1.869 2.417
C 1.965 -2.134 1.069
C 2.937 -3.113 0.916
C 3.488 -3.350 -0.330
C 3.054 -2.592 -1.407
C 2.096 -1.626 -1.182
N 1.555 -1.387 0.024
H 0.054 1.014 2.714
H 2.371 1.416 2.956
H 2.565 0.506 1.455
H 1.578 -0.583 4.134
H 3.094 -0.937 3.322
H 0.295 -1.652 2.287
H 1.421 -2.766 3.031
H 3.247 -3.691 1.777
H 4.241 -4.116 -0.461
H 3.446 -2.745 -2.403
H 1.748 -1.009 -2.001
N -3.508 2.866 -0.647
C -2.873 1.692 -0.509
N -1.707 1.817 0.084
C -1.577 3.184 0.375
C -0.571 3.886 1.039
C -0.727 5.249 1.179
C -1.862 5.912 0.681
C -2.875 5.228 0.045
C -2.706 3.853 -0.090
H -4.420 2.995 -1.053
H -3.297 0.762 -0.860
H 0.283 3.373 1.455
H 0.032 5.825 1.694
H -1.948 6.982 0.814
H -3.759 5.735 -0.319
```

=====

Entry 3:
Formula: C32H30N2NiO3S3
Source: the OMol25 dataset
Level of theory: wB97M-V/def2-TZVPD

Spin multiplicity ... 3
E_tot ... -116336.9018 eV
Expectation value of S² ... 2.031
Lowest unoccupied orbital energy (alpha / beta) ... -0.023 / -0.038 Ha

```
71
C32H30N2NiO3S3 wB97M-V/def2-TZVPD
Ni 0.170 -0.974 -0.649
C -0.773 -1.387 3.811
C 0.629 -0.844 3.740
C 0.806 0.264 2.854
C 2.012 0.907 2.709
C 2.021 2.174 1.851
C 3.135 0.387 3.357
C 3.027 -0.780 4.107
C 4.267 -1.494 4.589
C 1.753 -1.253 4.449
H -1.483 -0.562 4.026
H -0.856 -2.129 4.630
H -1.032 -1.836 2.830
H -0.051 0.492 2.196
H 1.898 1.871 0.825
H 2.990 2.673 1.974
H 1.213 2.867 2.109
H 4.133 0.906 3.248
H 4.333 -1.645 5.675
H 5.146 -0.879 4.314
H 4.392 -2.484 4.127
H 1.687 -2.064 5.211
C -2.150 6.732 3.248
C -3.492 7.170 2.662
O -4.433 7.548 3.319
S -3.426 7.244 0.839
C -2.904 5.601 0.472
C -3.814 4.548 0.602
C -3.323 3.258 0.313
C -2.023 2.981 -0.086
C -1.204 4.093 -0.325
C -1.612 5.379 0.030
C -1.464 1.706 -0.285
C -0.889 0.623 -0.500
H -2.285 6.796 4.351
H -1.271 7.315 2.973
H -1.901 5.673 3.028
H -4.867 4.758 0.911
H -4.021 2.433 0.277
H -0.210 4.022 -0.788
H -0.946 6.221 -0.048
N 1.807 -0.238 -1.715
C 2.402 -1.084 -2.697
C 2.591 -0.686 -3.980
C 2.741 -1.608 -5.061
C 2.473 -2.928 -4.918
C 2.167 -3.454 -3.568
C 2.540 -2.530 -2.385
H 1.440 0.637 -2.099
H 2.506 0.062 -1.020
H 2.705 0.368 -4.245
H 3.010 -1.177 -6.022
H 2.388 -3.588 -5.748
H 2.565 -4.445 -3.305
H 3.546 -2.826 -1.911
O -0.494 -2.805 -5.468
S -0.346 -3.964 -4.614
O 0.135 -5.174 -5.260
N 0.710 -3.659 -3.385
C 0.161 -3.498 -2.157
S 1.266 -2.938 -1.016
C -1.217 -3.839 -2.165
C -2.129 -3.937 -1.074
C -3.458 -4.113 -1.338
C -3.897 -4.525 -2.604
C -2.961 -4.568 -3.675
C -1.651 -4.216 -3.463
H -1.711 -3.894 -0.084
H -4.214 -4.102 -0.543
H -4.951 -4.730 -2.795
H -3.302 -4.850 -4.658
```

=====

Entry 4:
Formula: C32H30N3O3PRe
Source: the OMol25 dataset
Level of theory: wB97M-V/def2-TZVPD

Charge ... +4
Spin multiplicity ... 4
E_tot ... -55658.8859 eV
Expectation value of S² ... 3.793
Lowest unoccupied orbital energy (alpha / beta) ... -0.408 / -0.557 Ha

```
70
C32H30N3O3PRe wB97M-V/def2-TZVPD
N -0.133 2.859 -1.243
C 0.457 3.835 -1.437
C 1.102 5.108 -1.671
H 0.344 5.898 -1.757
H 1.700 5.063 -2.589
H 1.732 5.377 -0.819
N 3.277 -2.172 -2.025
C 4.107 -2.843 -2.505
C 5.242 -3.644 -2.903
H 5.745 -3.120 -3.716
H 4.875 -4.591 -3.299
H 5.950 -3.849 -2.095
N -2.250 -2.176 -1.125
C -3.301 -2.601 -1.380
C -4.633 -3.119 -1.623
H -4.826 -3.974 -0.967
H -4.748 -3.416 -2.669
H -5.374 -2.354 -1.379
Re 1.284 -1.021 -2.344
C 0.750 -2.467 -1.019
O 0.519 -3.294 -0.240
C 2.121 0.395 -1.226
O 2.585 1.298 -0.662
C 1.552 0.462 -3.781
C 0.176 0.473 -3.448
C -0.556 -0.714 -3.402
C 0.041 -1.939 -3.766
C 1.342 -1.919 -4.305
C 2.100 -0.731 -4.299
H 2.180 1.335 -3.599
H -0.299 1.417 -3.194
H -1.591 -0.716 -3.075
H -0.471 -2.874 -3.558
H 1.770 -2.847 -4.668
H 3.129 -0.731 -4.638
O -0.152 -0.122 0.024
P -0.538 0.314 1.422
C 0.762 1.398 2.080
C 0.600 2.789 2.063
C 1.660 3.623 2.415
C 2.884 3.079 2.814
C 3.027 1.686 2.892
C 1.975 0.837 2.515
C -2.105 1.213 1.576
C -2.998 1.044 2.662
C -4.128 1.872 2.740
C -4.373 2.865 1.777
C -3.492 2.999 0.695
C -2.395 2.146 0.576
C -0.671 -1.088 2.552
C -1.149 -2.292 2.027
C -1.241 -3.422 2.831
C -0.950 -3.340 4.195
C -0.523 -2.124 4.737
C -0.368 -1.000 3.918
H -0.353 3.222 1.776
H 1.549 4.703 2.394
H 3.739 3.709 3.064
H 3.948 1.218 3.257
H 2.066 -0.255 2.577
H -2.818 0.273 3.427
H -4.827 1.751 3.570
H -5.244 3.527 1.863
H -3.646 3.762 -0.067
H -1.738 2.210 -0.302
H -1.450 -2.321 0.980
H -1.568 -4.360 2.390
H -1.062 -4.217 4.836
H -0.312 -2.044 5.804
H -0.008 -0.062 4.348
```

=====

Entry 5:
Formula: C32H31AsCrN2O3S2
Source: the OMol25 dataset
Level of theory: wB97M-V/def2-TZVPD

Spin multiplicity ... 5
E_tot ... -153737.4561 eV
Expectation value of S² ... 6.031
Lowest unoccupied orbital energy (alpha / beta) ... 0.002 / 0.002 Ha

```
72
C32H31AsCrN2O3S2 wB97M-V/def2-TZVPD
Cr 0.376 -0.793 0.851
C 0.727 -0.474 -2.716
O -0.181 -1.344 -2.057
C 0.136 -2.718 -2.188
C 1.101 -3.161 -1.104
O 0.613 -2.839 0.174
C -0.299 -3.688 0.841
C -1.643 -3.017 0.731
O -1.523 -1.738 1.345
C -1.965 -1.642 2.704
H 1.753 -0.626 -2.371
H 0.430 0.546 -2.475
H 0.681 -0.620 -3.801
H 0.580 -2.944 -3.167
H -0.808 -3.265 -2.125
H 2.044 -2.620 -1.193
H 1.314 -4.232 -1.196
H 0.028 -3.721 1.884
H -0.328 -4.709 0.448
H -2.452 -3.606 1.170
H -1.884 -2.813 -0.314
H -1.364 -2.277 3.358
H -3.020 -1.921 2.756
H -1.847 -0.604 3.006
S 1.321 -1.568 2.865
C 3.031 -1.293 2.592
C 3.950 -1.805 3.507
C 5.313 -1.602 3.357
C 6.223 -2.166 4.314
N 6.951 -2.616 5.081
C 5.782 -0.856 2.267
C 4.875 -0.345 1.352
C 3.505 -0.562 1.485
S 2.431 0.092 0.258
C 7.185 -0.615 2.078
N 8.302 -0.409 1.902
H 3.590 -2.373 4.354
H 5.238 0.230 0.511
C -5.570 0.651 0.635
C -4.964 -0.316 -0.156
C -3.617 -0.214 -0.464
C -2.862 0.867 -0.012
C -3.468 1.815 0.805
C -4.817 1.707 1.122
As -0.954 0.928 -0.413
C -0.516 2.702 0.225
C -1.052 3.835 -0.385
C -0.779 5.093 0.126
C 0.025 5.227 1.252
C 0.553 4.102 1.865
C 0.284 2.838 1.352
C -0.901 1.231 -2.335
C -1.708 0.523 -3.217
C -1.591 0.722 -4.585
C -0.650 1.612 -5.083
C 0.179 2.298 -4.208
C 0.057 2.107 -2.839
H -6.622 0.577 0.873
H -5.538 -1.156 -0.526
H -3.153 -0.998 -1.052
H -2.896 2.645 1.198
H -5.277 2.456 1.754
H -1.688 3.733 -1.258
H -1.194 5.970 -0.354
H 0.238 6.210 1.649
H 1.184 4.202 2.739
H 0.721 1.963 1.823
H -2.436 -0.186 -2.853
H -2.232 0.173 -5.263
H -0.563 1.770 -6.150
H 0.923 2.986 -4.587
H 0.718 2.640 -2.164
```

=====

Entry 6:
Formula: C32H31BrOPdSi
Source: the OMol25 dataset
Level of theory: wB97M-V/def2-TZVPD

Charge ... +2
E_tot ... -117117.6783 eV
Lowest unoccupied orbital energy (alpha / beta) ... -0.359 / -0.359 Ha

```
67
C32H31BrOPdSi wB97M-V/def2-TZVPD
Pd -0.169 -0.017 -0.304
C 0.210 1.763 -1.784
C -0.235 0.705 -2.613
C -1.569 0.279 -2.550
C -2.416 0.803 -1.565
C -1.954 1.790 -0.694
C -0.655 2.317 -0.831
H 1.216 2.139 -1.896
H 0.444 0.276 -3.339
H -1.921 -0.494 -3.219
H -3.420 0.417 -1.453
H -2.590 2.139 0.109
H -0.313 3.103 -0.171
Br -0.882 -2.489 -0.268
C 0.919 -3.115 -0.353
C 1.175 -4.449 -0.376
C 2.522 -4.870 -0.432
C 3.532 -3.955 -0.459
C 3.267 -2.563 -0.434
C 4.313 -1.611 -0.460
C 4.044 -0.275 -0.437
C 2.707 0.187 -0.380
C 1.691 -0.721 -0.354
C 1.917 -2.120 -0.381
H 0.375 -5.177 -0.359
H 2.738 -5.929 -0.454
H 4.563 -4.282 -0.503
H 5.335 -1.963 -0.502
H 4.846 0.450 -0.466
H 2.530 1.252 -0.332
C 0.410 -0.709 5.647
C 0.299 -1.188 4.232
C -0.775 -2.194 3.950
C 1.592 -1.387 3.497
Si -0.542 0.668 3.149
O -0.692 0.098 1.667
C 0.768 1.915 3.484
C 0.656 2.924 4.446
C 1.668 3.856 4.615
C 2.810 3.798 3.828
C 2.941 2.801 2.869
C 1.928 1.872 2.704
C -2.198 0.792 3.943
C -2.434 1.323 5.217
C -3.719 1.394 5.731
C -4.792 0.928 4.984
C -4.579 0.388 3.722
C -3.295 0.319 3.210
H 0.859 -1.532 6.222
H -0.559 -0.499 6.095
H 1.074 0.149 5.753
H -0.471 -3.126 4.448
H -0.876 -2.403 2.886
H -1.739 -1.909 4.367
H 2.024 -2.324 3.877
H 2.314 -0.596 3.690
H 1.448 -1.515 2.423
H -0.231 3.009 5.060
H 1.563 4.633 5.360
H 3.598 4.527 3.965
H 3.838 2.745 2.266
H 2.052 1.073 1.985
H -1.615 1.674 5.833
H -3.884 1.809 6.716
H -5.794 0.981 5.388
H -5.416 0.018 3.145
H -3.131 -0.117 2.231
```

=====

Copy entry 2 word for word.
Formula: C32H30MnN5O3
Source: the OMol25 dataset
Level of theory: wB97M-V/def2-TZVPD

Charge ... +2
Spin multiplicity ... 5
E_tot ... -78572.4946 eV
Expectation value of S² ... 6.165
Lowest unoccupied orbital energy (alpha / beta) ... -0.270 / -0.257 Ha

```
71
C32H30MnN5O3 wB97M-V/def2-TZVPD
Mn -0.149 0.242 0.094
C 2.102 2.547 -0.523
O 1.119 1.589 -0.969
C 0.845 1.550 -2.337
C 1.463 2.368 -3.260
C 1.119 2.249 -4.600
C 0.173 1.319 -5.001
C -0.436 0.498 -4.065
C -0.097 0.614 -2.729
N -0.649 -0.227 -1.699
N -1.480 -1.114 -2.061
C -2.128 -1.971 -1.307
C -2.009 -1.977 0.134
O -1.321 -1.086 0.748
C -2.665 -2.980 0.876
C -3.422 -3.911 0.235
C -3.608 -3.936 -1.183
C -4.415 -4.917 -1.780
C -4.596 -4.930 -3.141
C -3.975 -3.955 -3.927
C -3.177 -2.985 -3.357
C -2.976 -2.965 -1.976
H 3.071 2.300 -0.952
H 2.142 2.469 0.556
H 1.792 3.549 -0.806
H 2.204 3.096 -2.959
H 1.600 2.889 -5.328
H -0.093 1.228 -6.045
H -1.167 -0.241 -4.363
H -2.556 -2.975 1.952
H -3.920 -4.673 0.826
H -4.894 -5.661 -1.154
H -5.216 -5.686 -3.602
H -4.124 -3.959 -4.999
H -2.706 -2.234 -3.976
O 0.627 0.910 1.941
C 1.989 0.581 2.373
C 2.038 -0.711 3.152
C 1.353 -1.869 2.417
C 1.965 -2.134 1.069
C 2.937 -3.113 0.916
C 3.488 -3.350 -0.330
C 3.054 -2.592 -1.407
C 2.096 -1.626 -1.182
N 1.555 -1.387 0.024
H 0.054 1.014 2.714
H 2.371 1.416 2.956
H 2.565 0.506 1.455
H 1.578 -0.583 4.134
H 3.094 -0.937 3.322
H 0.295 -1.652 2.287
H 1.421 -2.766 3.031
H 3.247 -3.691 1.777
H 4.241 -4.116 -0.461
H 3.446 -2.745 -2.403
H 1.748 -1.009 -2.001
N -3.508 2.866 -0.647
C -2.873 1.692 -0.509
N -1.707 1.817 0.084
C -1.577 3.184 0.375
C -0.571 3.886 1.039
C -0.727 5.249 1.179
C -1.862 5.912 0.681
C -2.875 5.228 0.045
C -2.706 3.853 -0.090
H -4.420 2.995 -1.053
H -3.297 0.762 -0.860
H 0.283 3.373 1.455
H 0.032 5.825 1.694
H -1.948 6.982 0.814
H -3.759 5.735 -0.319
```

=====

Question: Which of these has the lowest E_tot?
Answer: C32H31AsCrN2O3S2

=====

Question: What is the formula in the fourth record?
Answer: C32H30N3O3PRe

=====

Question: The highest E_tot belongs to which entry?
Answer: C32H30N3O3PRe